Here is a single C3H6BrNOS molecule from the OMol25 dataset. Energies are from ωB97M-V/def2-TZVPD.

Computed properties:
Lowest unoccupied orbital energy ... 0.52 eV
Max |F| ... 0.074 hartree/bohr
Electronic energy ... -3220.09918 hartree
Gap between HOMO and LUMO ... 10.080 eV
HOMO energy ... -9.555 eV
Total charge ... 0
SMILES string ... C[C@@](S)(Br)C(N)=O

Element x y z (Å)
C 0.70095 0.14682 -1.09359
C -0.65669 0.98287 1.13248
C -0.54647 -0.15589 -0.28247
N 1.81014 -0.50099 -0.68744
O 0.67743 0.93299 -2.00769
S -0.57675 -1.83480 0.38904
Br -2.11641 0.23535 -1.37391
H -1.58942 0.76021 1.61916
H 0.20762 0.78285 1.74933
H -0.63639 1.97673 0.70737
H 1.78010 -1.23655 -0.00090
H 2.63703 -0.41414 -1.25583
H -1.69113 -1.67544 1.10445

Cartesian forces, eV/Å:
C -0.3 0.0 0.0
C 0.7 -2.0 -3.2
C -1.1 2.0 3.0
N 0.6 -0.3 0.1
O 0.2 0.2 -0.1
S 0.1 0.0 -0.3
Br 0.1 -0.1 0.2
H -0.3 -0.1 0.1
H 0.1 -0.1 0.2
H 0.0 0.2 0.0
H 0.0 0.1 0.0
H 0.0 0.1 0.0
H -0.1 0.1 0.1


Here is a molecular structure, C4H3Li2NiO2 from the OMol25 dataset. Energies are from ωB97M-V/def2-TZVPD.

Computed properties:
Lowest unoccupied orbital energy (alpha / beta) ... -1.51 / -1.29 eV
Max |F| ... 0.152 hartree/bohr
Electronic energy ... -1827.63887 hartree
Gap between HOMO and LUMO (alpha / beta) ... 3.372 / 6.105 eV
HOMO energy (alpha / beta) ... -4.880 / -7.394 eV
Total charge ... 0
Multiplicity ... 4

Element x y z (Å)
C -1.47841 0.38682 -0.93252
O -2.02387 1.05304 0.02205
Ni 1.42637 0.64071 -1.41646
Li -2.90155 0.50135 1.46671
H 0.00834 -0.28375 -0.14486
C -0.75777 -0.81139 -0.68554
C 0.18956 -1.99468 -0.84177
C 1.55186 -1.86316 -0.73061
O 2.44458 -1.17479 -1.56426
Li 0.27742 0.46397 1.40424
H -2.19624 -0.61969 -1.35900
H 2.10072 -2.45234 0.01948

Cartesian forces, eV/Å:
C -4.0 -6.3 -2.3
O 0.6 1.1 1.5
Ni 0.2 -0.8 0.1
Li 0.2 0.3 -0.6
H 1.5 0.8 2.5
C 6.1 -0.8 0.8
C -2.4 2.7 -0.6
C 2.8 0.5 -2.1
O -3.7 -0.6 2.4
Li 0.1 0.3 -0.1
H -1.1 2.8 -1.3
H -0.3 -0.1 -0.2


Here is a molecular structure, C4H3O4Tl from the OMol25 dataset. Energies are from ωB97M-V/def2-TZVPD.

Computed properties:
Lowest unoccupied orbital energy ... -0.86 eV
Max |F| ... 0.104 hartree/bohr
Electronic energy ... -627.47553 hartree
Gap between HOMO and LUMO ... 6.736 eV
HOMO energy ... -7.601 eV
Total charge ... 0

Element x y z (Å)
C -0.58512 -1.31330 2.25712
C -1.87079 -1.59625 2.22591
H -2.55702 -1.33365 3.03922
O 1.56897 -1.44577 2.66038
C 0.66280 -1.04215 1.78375
O 0.98728 0.10950 1.17034
H 0.80981 -1.78240 3.43649
O -2.49238 -2.12099 1.13563
C -3.85114 -2.36563 1.25577
O -4.30262 -2.94407 0.25653
Tl -6.65927 -2.93568 1.21612
H 0.24462 0.72393 1.17387

Cartesian forces, eV/Å:
C -1.1 0.0 -1.6
C 0.1 0.8 -0.1
H 0.2 -0.2 -0.2
O 0.1 -2.5 3.1
C -3.8 2.0 3.2
O 1.0 -0.1 -1.0
H 3.6 0.9 -3.1
O -0.1 -0.7 -0.3
C -0.9 -0.1 0.4
O -0.4 0.0 -0.1
Tl 1.3 0.2 -0.1
H -0.1 -0.4 -0.2


Here is 2 unconnected molecules or ions with the total composition C4H13N2 from the OMol25 dataset. Energies are from ωB97M-V/def2-TZVPD.

Computed properties:
Lowest unoccupied orbital energy ... -3.16 eV
Max |F| ... 0.023 hartree/bohr
Electronic energy ... -269.45401 hartree
Gap between HOMO and LUMO ... 10.612 eV
HOMO energy ... -13.772 eV
Total charge ... +1

Element x y z (Å)
C -1.59088 -0.38826 -1.60850
N -0.48254 -1.34632 -1.23783
H -2.26272 -0.26904 -0.76219
H -1.15265 0.59110 -1.76454
H -2.09906 -0.81699 -2.46441
H -0.84595 -2.29862 -1.24184
H -0.02552 -1.10509 -0.30464
H 0.18532 -1.33504 -2.00705
N 0.71925 -1.10069 1.28308
C 0.93125 0.33296 1.67830
C 0.16270 2.19114 0.20015
C 1.03570 1.23073 0.47451
H 0.32467 -1.59147 2.07105
H 1.64586 -1.48424 1.14136
H 1.84236 0.42450 2.27188
H 0.07644 0.63615 2.28007
H 0.31617 2.80640 -0.67681
H -0.67702 2.42316 0.84264
H 1.89659 1.09960 -0.17521

Cartesian forces, eV/Å:
C 0.2 -0.2 0.6
N -0.6 0.4 -1.0
H -0.1 -0.3 0.0
H 0.1 -0.1 -0.4
H -0.1 0.4 -0.1
H 0.0 0.0 0.5
H 0.1 -0.5 0.3
H 0.3 0.1 0.2
N 0.4 0.9 -0.3
C -0.1 -0.1 -0.2
C 0.3 0.0 -0.2
C -0.2 -0.1 0.2
H -0.1 -0.2 0.1
H 0.0 -0.4 0.0
H -0.1 0.0 0.2
H 0.1 0.1 0.1
H -0.1 0.1 0.0
H -0.1 -0.1 0.0
H 0.0 -0.1 0.0